C9H21Cl2HfO3P2 as an isolated structure, computed with wB97M-V/def2-TZVPD.

XYZ file:
```
38
Properties=species:S:1:pos:R:3
C -0.400 -3.498 -3.739
C 0.482 -2.978 -2.681
H -1.427 -3.127 -3.635
H -0.387 -4.597 -3.713
H 0.003 -3.187 -4.714
O 0.053 -2.180 -1.796
Cl 2.113 -3.462 -2.696
Hf 0.766 -0.656 -0.605
P 0.182 1.503 -1.749
C -1.264 2.532 -1.398
C 1.542 2.711 -1.608
H 0.790 0.453 -3.877
H 0.383 2.179 -4.061
H -0.920 0.971 -3.859
C 0.099 1.245 -3.556
H 2.509 2.192 -1.578
H 1.514 3.385 -2.472
H -1.400 3.277 -2.192
H -1.117 3.053 -0.444
H 1.421 3.295 -0.687
H -2.166 1.913 -1.326
C -1.627 -0.593 -0.605
O -2.744 -0.878 -0.701
Cl 3.062 -0.490 -1.040
C -0.398 -0.819 3.800
P 1.081 -0.436 2.881
C 1.650 1.233 3.181
C 2.400 -1.620 3.118
O 0.694 -0.528 1.360
H -1.115 0.010 3.717
H -0.160 -0.982 4.859
H -0.866 -1.722 3.387
H 1.950 1.357 4.230
H 2.516 1.465 2.548
H 0.858 1.961 2.962
H 2.169 -2.534 2.555
H 3.342 -1.204 2.735
H 2.522 -1.868 4.181
```

Calculated values
Orbital gap, Ha: 0.3441
Charge: +3
ΔE to the lowest compared entry with this formula, charge and spin, kcal/mol: 0.0
E_HOMO, eV: -21.11

Population analysis type Löwdin, resulting atomic charges in e: number 1, C, carries -0.005; number 2, C, carries -0.743; number 3, H, carries 0.117; number 4, H, carries 0.136; number 5, H, carries 0.134; number 6, O, carries -0.242; number 7, Cl, carries 0.911; number 8, Hf, carries 1.165; number 9, P, carries 0.684; number 10, C, carries -0.213; number 11, C, carries -0.228; number 12, H, carries 0.054; number 13, H, carries 0.083; number 14, H, carries 0.073; number 15, C, carries -0.209; number 16, H, carries 0.020; number 17, H, carries 0.081; number 18, H, carries 0.094; number 19, H, carries 0.074; number 20, H, carries 0.070; number 21, H, carries 0.046; number 22, C, carries -0.014; number 23, O, carries 0.227; number 24, Cl, carries 0.150; number 25, C, carries -0.130; number 26, P, carries 0.702; number 27, C, carries -0.132; number 28, C, carries -0.128; number 29, O, carries -0.543; number 30, H, carries 0.084; number 31, H, carries 0.094; number 32, H, carries 0.081; number 33, H, carries 0.096; number 34, H, carries 0.078; number 35, H, carries 0.078; number 36, H, carries 0.077; number 37, H, carries 0.082; number 38, H, carries 0.094